No. 1
140
Properties=species:S:1:pos:R:3:forces:R:3 method="wB97M-V/def2-TZVPD" e_tot_ha=-4808.6377 homo_ha=-0.2031 lumo_energy_ha=0.039 homo_lumo_gap_ha=0.242 charge=-1 mol_weight_g_mol=1121.74
C 0.727823 1.524470 2.690533 0.63 0.04 0.47
C -0.671272 1.775437 1.866965 0.56 0.73 1.48
O -0.421520 2.314204 0.525016 -1.37 -1.83 0.46
C -0.921670 1.376183 -0.534788 -0.42 0.23 0.88
C 0.190924 0.230237 -0.727147 0.08 1.71 2.11
P -0.008585 -0.913498 -2.275327 1.12 3.43 6.27
O 1.692652 -1.259027 -2.041597 -0.28 0.05 -0.28
C -1.866211 -0.619075 -2.468447 -3.22 -1.45 0.73
C -2.753256 -1.684007 -3.352166 -2.21 1.25 -0.14
C -4.327114 -1.445642 -2.824638 1.08 -0.53 1.54
C -4.524843 -2.543556 -1.588341 0.72 0.06 0.17
N -5.925735 -2.581448 -1.021109 0.27 -1.80 0.22
C -0.458076 -2.312584 -1.048469 -0.51 -3.19 1.73
C 0.782499 -3.085376 -0.319520 -0.73 -1.29 1.64
C 1.489431 -4.300490 -1.162739 0.71 0.60 0.71
C 2.950654 -4.700917 -0.451722 2.16 -5.17 -3.56
O 3.574588 -5.777151 -1.002754 -3.45 6.77 4.11
O 3.582629 -3.958312 0.641699 -0.82 -0.77 -2.75
C 4.291784 -2.754690 0.196804 1.09 2.06 -0.75
C 4.853003 -2.776180 -1.336556 0.68 0.75 -0.41
C 0.591294 0.561163 -3.356298 2.62 0.96 -2.63
B -0.356909 1.427224 -4.263964 -1.56 2.04 -1.45
O -0.634142 2.857729 -3.859245 2.71 -1.42 -1.11
O -1.032533 1.119494 -5.572871 2.70 0.66 1.35
S 0.177662 -2.264050 -3.967971 6.45 -1.73 -8.81
O -0.344887 -1.758138 -5.308669 -0.46 -1.41 3.71
O 1.725994 -2.458090 -4.285276 -5.24 -0.24 1.70
F -0.340277 -3.863360 -3.735643 0.03 1.53 -0.08
H 0.812364 0.391791 2.982780 0.02 2.27 -0.85
H 1.700947 1.828671 2.078901 -2.33 -0.64 1.06
H 0.767206 2.132270 3.715770 -0.23 -1.32 -2.39
H -1.278041 0.778089 1.908104 1.02 1.85 -0.49
H -1.276449 2.598845 2.472449 1.09 -1.71 -1.28
H -1.967315 0.949743 -0.147999 2.21 0.74 -0.85
H -1.176783 2.053388 -1.451304 0.89 -1.35 1.52
H 1.254575 0.778858 -0.694834 -2.59 -1.02 -0.42
H 0.245585 -0.386370 0.296826 -0.31 1.25 -2.23
H 2.278126 -0.464525 -2.162207 -1.59 -1.58 -0.17
H -2.341057 -0.830194 -1.383283 1.42 0.51 -2.25
H -2.307519 0.422560 -2.667504 1.17 -1.25 -0.27
H -2.558369 -2.812560 -3.127460 0.11 2.21 -0.76
H -2.799849 -1.410634 -4.499812 0.66 -0.86 2.38
H -4.368791 -0.378567 -2.298023 -0.26 -2.19 -1.41
H -5.110431 -1.557399 -3.683923 1.38 0.13 1.76
H -3.810651 -2.268928 -0.673354 -1.31 -0.43 -2.20
H -4.217813 -3.624962 -1.933601 -0.32 2.08 0.41
H -6.424038 -3.340560 -1.561786 0.50 1.27 0.78
H -5.881360 -2.983956 -0.036355 0.03 0.73 -1.68
H -1.113898 -1.965203 -0.106990 1.42 -0.19 -2.36
H -1.167767 -3.160307 -1.500268 1.61 1.62 0.71
H 0.275106 -3.676856 0.594429 0.98 1.20 -1.85
H 1.545510 -2.374334 0.257507 -1.61 -1.43 -1.86
H 1.767405 -4.056658 -2.268838 -0.34 -0.10 2.07
H 0.769928 -5.252112 -1.229179 1.89 2.04 0.48
H 3.637523 -1.767939 0.312691 1.04 -2.66 -0.23
H 5.226874 -2.582127 0.914658 -2.00 -0.76 -1.35
H 5.420594 -1.737583 -1.496837 -1.25 -2.10 0.47
H 5.680282 -3.599474 -1.539152 -2.00 1.48 0.54
H 4.011349 -2.786828 -2.173818 1.61 -0.16 1.97
H 1.411233 0.077204 -4.084368 -1.79 0.89 1.20
H 1.261373 1.349512 -2.750786 -1.69 -1.92 -0.82
H 0.289370 3.295102 -3.915614 -2.27 -0.95 0.55
H -0.298721 1.152921 -6.262468 -1.35 -0.43 1.30
C 0.993891 -1.646201 6.004409 0.17 0.11 0.08
N 0.043457 -0.995483 5.062799 -0.66 0.62 -0.32
O -0.021054 0.239168 5.086636 -0.30 -1.95 0.12
O -0.611081 -1.742478 4.326199 0.79 1.17 0.88
H 1.498895 -0.872939 6.587245 -0.21 -0.10 -0.22
H 0.414310 -2.303281 6.656002 0.06 0.03 -0.22
H 1.713320 -2.211380 5.408416 -0.42 0.23 0.27
C -2.071127 -2.379548 -8.184159 0.25 0.16 -0.09
N -3.557416 -2.314108 -8.176977 -0.85 -0.06 0.09
O -4.096771 -1.599482 -9.029913 0.35 -0.94 1.16
O -4.140830 -2.982028 -7.315287 0.62 1.06 -1.40
H -1.693527 -1.746742 -8.990159 -0.25 -0.14 0.17
H -1.720721 -2.019283 -7.214797 0.03 -0.21 0.03
H -1.787871 -3.421403 -8.347003 -0.08 0.17 0.21
C -1.045080 5.847962 3.259114 0.23 0.27 0.08
N -0.084636 5.251415 4.226103 0.23 -0.75 0.29
O 0.865166 5.955595 4.588177 -0.79 -1.03 -0.14
O -0.311275 4.092999 4.594489 0.60 1.97 -0.28
H -0.723891 6.864909 3.023921 -0.06 -0.35 0.15
H -1.039751 5.224906 2.362446 -0.14 -0.05 0.24
H -2.028795 5.854166 3.732909 0.75 -0.12 -0.12
C 1.916738 8.037371 6.505486 -0.33 -0.27 -0.09
N 1.592707 9.282373 7.252722 -0.43 0.75 0.47
O 0.396484 9.545775 7.422317 1.83 -0.12 -0.08
O 2.548375 9.960188 7.648028 -1.37 -0.68 -0.43
H 0.985165 7.543999 6.220152 0.30 0.26 0.10
H 2.488213 8.323647 5.620216 -0.02 -0.08 0.24
H 2.504055 7.398598 7.168239 0.01 0.20 -0.17
C 4.616738 -4.908783 3.943947 -0.18 -0.29 -0.19
N 4.292707 -3.663781 4.691184 0.02 0.82 0.43
O 3.096484 -3.400378 4.860778 1.95 -0.42 -0.17
O 5.248375 -2.985966 5.086489 -1.63 -0.87 -0.49
H 3.685165 -5.402154 3.658614 0.21 0.27 0.05
H 5.188213 -4.622507 3.058678 -0.08 -0.05 0.19
H 5.204055 -5.547555 4.606701 0.01 0.23 -0.12
C -1.535724 3.530156 -8.467767 -0.17 -0.29 0.23
N -0.141926 3.904177 -8.829464 0.95 0.15 -0.14
O 0.772856 3.290359 -8.267774 -1.10 1.01 -0.94
O -0.005410 4.803450 -9.667123 0.04 -1.24 1.16
H -1.505383 2.730595 -7.724503 0.06 0.23 -0.10
H -2.019727 4.419097 -8.058177 0.09 -0.14 -0.19
H -2.032949 3.191042 -9.378801 0.09 0.21 0.12
C -6.035724 5.970156 2.732233 -0.19 -0.23 0.21
N -4.641926 6.344177 2.370536 0.87 0.45 -0.43
O -3.727144 5.730359 2.932226 -1.80 0.94 -1.14
O -4.505410 7.243450 1.532877 -0.04 -1.47 1.37
H -6.005383 5.170595 3.475497 0.13 0.21 -0.21
H -6.519727 6.859097 3.141823 0.08 -0.11 -0.22
H -6.532949 5.631042 1.821199 0.09 0.19 0.13
C -0.592173 -8.489301 -0.321214 -0.14 -0.27 -0.20
N -0.916204 -7.244299 0.426022 -0.20 0.89 0.47
O -2.112427 -6.980897 0.595617 1.64 -0.17 -0.03
O 0.039463 -6.566484 0.821328 -1.54 -0.94 -0.38
H -1.523746 -8.982673 -0.606548 0.17 0.26 0.13
H -0.020698 -8.203026 -1.206484 0.04 -0.02 0.25
H -0.004856 -9.128074 0.341540 0.06 0.22 -0.15
C 4.812419 1.675486 0.018212 0.14 0.19 -0.20
N 3.798450 0.590666 0.109991 -0.63 -0.45 0.07
O 3.386942 0.109031 -0.951980 1.43 1.08 2.29
O 3.444184 0.253131 1.245582 0.48 0.37 -1.85
H 5.029065 1.868420 -1.034641 -0.15 -0.15 0.24
H 4.389616 2.562836 0.493697 0.08 -0.22 0.05
H 5.708683 1.333911 0.539988 -0.23 0.09 0.03
C 0.002900 -8.307075 3.985608 0.11 0.40 -0.05
N 0.378766 -9.619376 3.394017 0.27 -0.90 -0.37
O 1.173824 -9.606577 2.447015 -1.13 -0.31 1.26
O -0.134912 -10.625425 3.897007 0.83 1.31 -0.85
H 0.526518 -7.514012 3.447523 -0.12 -0.27 0.02
H -1.078176 -8.195635 3.880276 0.18 -0.09 0.12
H 0.300438 -8.321752 5.036070 -0.19 -0.10 -0.17
C 0.612419 10.618468 2.690142 0.17 0.19 -0.22
N -0.401550 9.533648 2.781921 -0.77 -0.78 -0.08
O -0.813058 9.052014 1.719950 0.47 0.54 1.66
O -0.755816 9.196114 3.917511 0.43 0.39 -1.65
H 0.829065 10.811403 1.637289 -0.14 -0.15 0.25
H 0.189616 11.505819 3.165627 0.12 -0.23 0.05
H 1.508683 10.276893 3.211918 -0.23 0.10 0.03

No. 2
117
Properties=species:S:1:pos:R:3:forces:R:3 method="wB97M-V/def2-TZVPD" e_tot_ha=-5011.7797 homo_ha=-0.3118 lumo_energy_ha=0.017 homo_lumo_gap_ha=0.329 mol_weight_g_mol=901.49
Sn 1.627606 0.587107 -1.400258 -0.56 -0.18 0.07
C -2.559262 -0.323049 -0.764995 -2.66 -1.09 0.50
C -1.151714 -0.620430 -0.517382 0.45 1.56 0.42
O -0.766675 -1.679512 -0.070113 0.60 -0.84 -0.26
O -0.417912 0.422520 -0.810186 1.34 -0.39 -0.27
H -3.216083 -0.996685 -0.138066 0.68 0.58 -0.70
H -2.674272 -0.659720 -1.811386 -0.45 0.54 0.19
H -2.904139 0.713699 -0.568613 0.60 -0.55 -0.55
As -0.059723 -1.383137 -5.272911 -0.25 -0.98 0.29
F -0.858189 0.040325 -5.760004 -1.12 0.51 -0.76
F -1.521850 -2.315059 -5.311319 0.33 0.30 0.10
F 0.804730 -2.703812 -4.519316 0.01 -0.13 -0.43
F 1.325673 -0.398776 -5.221872 1.56 0.27 0.23
F -0.391370 -0.873180 -3.585392 -0.19 -0.11 -0.02
F 0.336903 -1.891002 -6.896188 -0.22 0.15 0.80
C 1.722679 5.548414 -3.436697 0.06 0.91 -0.60
C 1.623467 4.204469 -2.702756 1.37 -0.37 0.35
C 0.554219 4.254552 -1.626409 0.72 0.84 0.35
O 0.740537 3.239698 -0.638470 -1.01 0.35 -0.31
C -0.394038 3.086968 0.229927 -0.24 -1.39 0.59
N 1.476257 2.967140 -3.471424 0.22 0.00 -0.02
H 0.731532 6.012103 -3.610698 0.26 -0.43 -0.15
H 2.226947 5.423647 -4.445467 -0.45 0.26 1.29
H 2.252801 6.329511 -2.803948 -0.30 -1.07 -0.80
H 2.575652 4.098714 -2.194361 0.35 -0.06 0.33
H -0.372132 4.170277 -2.159311 -1.01 -0.34 0.06
H 0.597817 5.251754 -1.123299 -0.08 -0.54 -0.28
H -1.388941 2.862063 -0.281016 1.51 0.20 0.23
H -0.562339 3.913603 0.930153 0.34 0.39 -0.38
H -0.082883 2.213753 0.867290 -0.73 0.72 -0.56
H 2.190899 2.678167 -4.138374 0.49 0.63 0.55
H 0.679124 3.035817 -4.048517 -1.59 -0.21 -0.44
C 1.489690 -1.918514 4.196460 1.97 1.99 -0.71
C 0.503169 -2.492479 3.269289 -0.94 -0.76 -0.93
C -0.363153 -3.478867 4.049609 -1.81 -0.52 0.15
O 0.437371 -4.465720 4.667493 1.13 1.08 -0.81
C -0.032321 -5.051571 5.831221 -0.86 0.54 0.18
N -0.240510 -1.426047 2.613756 -0.63 0.67 0.51
H 2.353623 -1.441450 3.631273 -1.11 -0.30 0.64
H 1.917152 -2.694678 4.741269 0.87 -1.34 1.14
H 1.095365 -1.192690 4.915329 -0.24 0.02 -0.29
H 1.009899 -3.116503 2.491525 -0.19 0.62 0.36
H -1.146271 -3.964152 3.373278 0.88 0.50 0.61
H -0.945724 -2.933928 4.836455 0.37 -0.13 -0.38
H 0.749659 -5.634039 6.264643 0.79 -0.03 0.49
H -0.739386 -5.765142 5.498788 -1.45 -0.90 0.25
H -0.490532 -4.340779 6.572266 0.48 -0.46 -0.63
H -0.799173 -1.701752 1.807908 0.35 -0.19 0.21
H -0.850328 -0.890045 3.265813 0.76 -0.61 -0.34
C -4.773828 -0.732057 5.338747 0.91 -1.90 1.09
C -3.522680 -0.939075 4.491872 -1.25 -1.78 0.24
C -3.785162 -0.506955 3.064799 -0.90 -0.08 -0.16
O -4.757795 -1.216783 2.275220 -0.17 0.52 0.70
C -4.704702 -2.629753 2.318052 0.92 0.54 -0.41
N -2.495932 -0.100767 5.005694 1.16 2.25 0.14
H -4.317579 -0.435482 6.303981 -1.08 -0.53 0.02
H -5.356871 -1.680361 5.392906 0.02 0.96 0.23
H -5.338968 0.093077 4.982622 -0.76 0.61 -0.41
H -3.160510 -2.024406 4.513700 -0.48 1.35 0.02
H -2.799030 -0.596614 2.642835 0.29 0.57 -1.06
H -4.228129 0.523469 3.149459 0.94 -0.68 -0.55
H -5.040304 -3.021819 3.259068 -0.23 -0.23 0.70
H -3.652149 -2.910646 2.174421 -0.19 -0.49 -0.20
H -5.352798 -3.031806 1.533368 0.29 0.21 0.02
H -2.920746 0.841109 5.211178 0.83 -1.20 -0.30
H -2.077822 -0.418794 5.876731 -0.29 -0.13 -0.21
C -3.786888 1.307145 -4.602620 -1.09 -0.19 0.70
C -2.848531 2.453518 -4.247389 0.99 0.05 2.06
C -3.490811 3.532632 -3.359441 -1.15 -1.23 -1.24
O -3.569381 3.073341 -2.036634 -0.64 -0.59 0.77
C -4.803709 3.168814 -1.340158 -0.62 1.33 -1.30
N -1.634064 2.006115 -3.524272 -0.07 -1.75 -0.94
H -3.236244 0.421595 -4.962293 -0.12 0.34 0.37
H -4.437743 1.599248 -5.448657 -0.06 -0.10 0.56
H -4.426877 1.026357 -3.667059 1.05 0.36 -1.70
H -2.429379 2.952215 -5.083795 -0.10 0.43 -1.32
H -4.449919 3.685556 -3.871151 -0.44 0.26 0.69
H -2.987313 4.469260 -3.350592 0.83 0.77 -0.23
H -4.575070 3.389339 -0.317902 0.13 -0.84 0.87
H -5.543961 2.356254 -1.541280 0.88 0.23 0.38
H -5.325147 4.111997 -1.599757 0.08 -0.29 -0.41
H -1.941393 1.455368 -2.725459 -0.06 0.49 0.48
H -1.327563 1.201897 -4.110279 0.46 0.93 0.36
C 4.455105 0.426420 2.421701 0.12 0.65 -1.91
C 3.312123 1.013264 1.647492 1.49 2.89 -0.05
C 3.893849 2.063612 0.581681 -1.88 0.44 0.68
O 4.547513 1.470312 -0.539314 0.61 0.50 1.28
C 5.175411 2.435116 -1.405460 -1.07 -1.34 -1.20
N 2.479971 0.049681 1.066699 -2.17 -1.50 -1.16
H 4.120454 -0.093081 3.261125 -0.22 -1.40 1.14
H 5.078379 1.212931 2.723135 0.89 1.25 0.85
H 5.057524 -0.065386 1.671039 0.24 -1.09 0.24
H 2.714827 1.637572 2.341536 0.11 -0.11 -0.47
H 4.516552 2.788925 1.199873 -0.37 -0.73 -1.11
H 2.975966 2.601888 0.173796 1.04 -0.16 0.59
H 5.475309 3.348013 -0.936240 -0.12 0.60 0.68
H 4.422427 2.655599 -2.238389 1.29 -0.15 0.81
H 6.103657 1.950570 -1.751403 -0.57 0.21 -0.33
H 2.973593 -0.816155 0.863588 -0.02 -0.10 0.04
H 1.667848 -0.181649 1.664825 0.31 -0.12 -0.45
C 4.061479 -1.587132 -2.290522 0.95 1.87 -0.51
C 2.857773 -2.513539 -2.200339 -0.54 0.58 -0.05
C 3.194905 -3.703621 -1.343756 -1.63 -0.77 0.22
O 3.257986 -3.245242 -0.028140 1.14 -0.99 2.00
C 3.563129 -4.351340 0.874214 -0.32 1.65 -0.20
N 1.674133 -1.792755 -1.610035 -1.59 -0.78 -0.05
H 5.000888 -2.123007 -2.453232 -0.16 -0.24 0.25
H 4.202657 -0.917655 -1.407499 -0.15 -0.87 -0.21
H 4.096075 -0.822612 -3.122666 -0.76 -0.96 0.47
H 2.521686 -2.854700 -3.180947 0.35 0.05 0.01
H 4.110595 -4.179179 -1.673630 0.37 -0.13 -0.08
H 2.374444 -4.468719 -1.300606 0.49 0.37 -0.85
H 4.532718 -4.767069 0.737008 1.03 -0.17 -0.61
H 2.862493 -5.152669 0.816730 -0.89 -0.52 -0.37
H 3.548008 -3.976673 1.878433 -0.18 0.44 0.50
H 1.344557 -2.189545 -0.698037 0.69 0.39 -0.82
H 0.831063 -1.976768 -2.213611 1.03 0.36 0.41